Molecular formula: C31H24AsMnN3O2S
Method: DFT, ωB97M-V with the def2-TZVPD basis set

```
63
C31H24AsMnN3O2S | the Open Molecules 2025 dataset | ωB97M-V with the def2-TZVPD basis set
Mn 0.01 0.91 1.00
O -1.16 5.73 -1.07
C -0.25 5.98 -0.12
C 0.20 7.30 0.00
C 1.15 7.63 0.94
C 1.67 6.67 1.80
C 1.23 5.37 1.69
C 0.27 5.00 0.74
C -0.17 3.60 0.69
O 0.20 2.79 1.60
N -0.98 3.23 -0.30
N -1.34 1.94 -0.09
C -2.50 1.53 -0.42
C -2.91 0.29 0.21
C -4.05 -0.41 -0.15
C -4.38 -1.57 0.54
C -3.55 -1.99 1.57
C -2.43 -1.23 1.87
N -2.11 -0.11 1.22
H -1.36 4.77 -1.05
H -0.21 8.04 -0.68
H 1.49 8.66 1.01
H 2.42 6.93 2.53
H 1.61 4.59 2.33
H -3.19 2.15 -0.98
H -4.66 -0.06 -0.97
H -5.26 -2.13 0.27
H -3.76 -2.88 2.14
H -1.76 -1.52 2.67
S 2.29 1.12 0.78
C 3.12 -0.39 0.45
C 4.52 -0.38 0.36
C 5.22 -1.56 0.15
C 4.56 -2.77 0.01
C 3.18 -2.80 0.08
C 2.47 -1.62 0.28
As 0.56 -1.51 0.36
C -0.03 -3.33 0.68
C -0.40 -4.20 -0.34
C -0.80 -5.50 -0.04
C -0.81 -5.94 1.27
C -0.42 -5.08 2.29
C -0.03 -3.78 2.00
C 0.09 -1.24 -1.50
C 1.00 -0.68 -2.39
C 0.61 -0.36 -3.68
C -0.69 -0.60 -4.09
C -1.61 -1.16 -3.21
C -1.21 -1.48 -1.92
H 5.05 0.55 0.48
H 6.30 -1.52 0.09
H 5.12 -3.69 -0.15
H 2.64 -3.73 -0.03
H -0.38 -3.87 -1.37
H -1.09 -6.16 -0.85
H -1.11 -6.95 1.50
H -0.42 -5.43 3.32
H 0.27 -3.12 2.80
H 2.02 -0.47 -2.07
H 1.32 0.08 -4.37
H -1.00 -0.35 -5.10
H -2.62 -1.36 -3.53
H -1.93 -1.92 -1.23
```

Results
LUMO (spin up / spin down), eV: -0.56 / -0.59
Max |F|, eV/A: 0.69
⟨S²⟩: 1.117
Multiplicity: 2
HOMO-LUMO gap (spin up / spin down), eV: 7.010 / 6.799

Molecular formula: C31H24ClCoIN4O2S
Method: DFT, ωB97M-V with the def2-TZVPD basis set

```
65
C31H24ClCoIN4O2S | the Open Molecules 2025 dataset | ωB97M-V with the def2-TZVPD basis set
Co -0.34 -0.65 -0.33
C -1.88 -0.51 3.82
C -1.02 -0.84 2.76
N -0.87 -0.08 1.70
C -1.55 1.09 1.63
C -2.47 1.49 2.62
C -2.62 0.64 3.74
C -3.19 2.69 2.44
C -2.98 3.46 1.33
C -2.04 3.10 0.36
C -1.30 1.93 0.48
N -0.36 1.40 -0.34
C 0.46 1.92 -1.27
C 0.42 3.19 -1.86
C 1.33 3.54 -2.85
C 2.31 2.66 -3.27
C 2.43 1.39 -2.66
C 3.43 0.45 -3.01
C 3.50 -0.74 -2.35
C 2.56 -1.01 -1.34
N 1.60 -0.17 -1.01
C 1.52 1.02 -1.66
H -1.96 -1.17 4.67
H -0.45 -1.76 2.79
H -3.31 0.91 4.52
H -3.91 3.00 3.19
H -3.55 4.37 1.19
H -1.93 3.75 -0.50
H -0.32 3.91 -1.56
H 1.25 4.51 -3.31
H 3.00 2.94 -4.06
H 4.14 0.70 -3.79
H 4.25 -1.48 -2.58
H 2.59 -1.95 -0.79
Cl -6.25 0.83 -3.79
C -4.62 0.43 -3.34
C -3.60 0.64 -4.24
C -2.29 0.31 -3.92
I -0.72 0.56 -5.28
C -1.94 -0.24 -2.68
O -0.73 -0.58 -2.36
C -3.01 -0.41 -1.73
N -2.64 -0.88 -0.51
C -3.58 -1.08 0.39
C -4.94 -0.82 0.15
C -5.32 -0.33 -1.07
C -4.35 -0.10 -2.06
H -3.83 1.06 -5.21
H -3.26 -1.46 1.36
H -5.67 -1.02 0.92
H -6.36 -0.11 -1.28
O -0.09 -2.73 -0.45
S -0.93 -3.71 -1.26
C -0.12 -5.33 -0.94
C 0.25 -5.92 -2.29
C 0.74 -4.74 -3.13
C -0.34 -3.68 -3.00
H -0.79 -5.95 -0.35
H 0.76 -5.07 -0.35
H -0.62 -6.38 -2.76
H 1.02 -6.69 -2.18
H 0.89 -5.01 -4.18
H 1.68 -4.37 -2.74
H -1.22 -3.94 -3.59
H -0.03 -2.67 -3.22
```

Results
LUMO (spin up / spin down), eV: -3.11 / -4.92
Max |F|, eV/A: 0.77
⟨S²⟩: 6.081
Net charge: +1
Multiplicity: 5
HOMO-LUMO gap (spin up / spin down), eV: 6.431 / 4.615

Molecular formula: C31H24ClCuN3O4S2SbSe4
Method: DFT, ωB97M-V with the def2-TZVPD basis set

```
71
C31H24ClCuN3O4S2SbSe4 | the Open Molecules 2025 dataset | ωB97M-V with the def2-TZVPD basis set
Cu 0.74 -0.98 1.62
N -3.51 -2.38 2.03
C -3.76 -3.76 1.96
C -5.07 -4.21 1.89
C -5.35 -5.58 1.84
C -4.31 -6.49 1.86
C -3.00 -6.04 1.92
C -2.72 -4.69 1.99
S -1.03 -4.14 2.08
N -1.17 -2.50 1.99
C -2.24 -1.83 1.97
C -2.12 -0.35 1.91
C -3.22 0.49 2.05
C -3.04 1.86 2.03
C -1.76 2.37 1.87
C -0.72 1.47 1.72
N -0.90 0.16 1.74
H -4.31 -1.79 1.92
H -5.88 -3.50 1.87
H -6.37 -5.91 1.80
H -4.52 -7.55 1.82
H -2.17 -6.75 1.93
H -4.21 0.10 2.21
H -3.89 2.53 2.13
H -1.57 3.43 1.86
H 0.30 1.81 1.58
C 1.76 2.10 -0.52
C 2.59 2.91 0.42
C 3.23 4.04 -0.06
C 3.98 4.85 0.79
Cl 4.72 6.29 0.16
C 4.13 4.52 2.12
C 3.52 3.37 2.60
C 2.75 2.57 1.77
O 2.09 1.44 2.23
C 2.04 1.33 3.65
C 1.17 0.19 4.18
O 0.79 0.30 5.33
O 0.90 -0.85 3.45
H 1.73 2.56 -1.50
H 0.73 1.98 -0.16
H 2.16 1.09 -0.64
H 3.16 4.28 -1.11
H 4.71 5.14 2.78
H 3.67 3.10 3.63
H 1.66 2.26 4.07
H 3.04 1.14 4.06
C 0.13 3.01 -7.80
C 0.42 1.77 -7.01
O 1.46 1.50 -6.49
S -1.05 0.72 -6.84
C -0.73 -0.07 -5.28
C -1.64 0.17 -4.25
C -1.36 -0.29 -2.98
C -0.15 -0.97 -2.72
C 0.71 -1.25 -3.77
C 0.42 -0.82 -5.06
C 0.20 -1.21 -1.35
C 0.44 -1.20 -0.17
H 1.04 3.39 -8.26
H -0.24 3.75 -7.10
H -0.65 2.83 -8.55
H -2.53 0.75 -4.45
H -2.03 -0.10 -2.16
H 1.63 -1.80 -3.58
H 1.10 -1.02 -5.87
Se 5.64 -0.55 3.36
Sb 4.82 -1.72 1.37
Se 5.62 -0.70 -0.70
Se 5.70 -4.05 1.38
Se 2.36 -2.52 1.43
```

Results
LUMO (spin up / spin down), eV: 1.04 / 0.52
Max |F|, eV/A: 1.75
⟨S²⟩: 0.760
Net charge: -1
Multiplicity: 2
HOMO-LUMO gap (spin up / spin down), eV: 5.557 / 5.002

Molecular formula: C31H24ClF6N7SbSn
Method: DFT, ωB97M-V with the def2-TZVPD basis set

```
71
C31H24ClF6N7SbSn | the Open Molecules 2025 dataset | ωB97M-V with the def2-TZVPD basis set
Sn -1.21 1.07 -0.45
C -0.76 -0.09 4.02
C -0.32 1.09 4.61
C -0.30 2.26 3.86
C -0.70 2.21 2.54
N -1.06 1.06 1.97
C -1.11 -0.06 2.68
C -0.92 3.38 1.65
C -0.57 4.69 1.97
C -0.98 5.70 1.12
C -1.78 5.40 0.03
C -2.09 4.07 -0.23
N -1.60 3.08 0.54
C -3.05 3.64 -1.25
C -3.61 4.49 -2.21
C -4.59 4.01 -3.06
C -5.00 2.69 -2.95
C -4.38 1.88 -1.99
N -3.44 2.35 -1.20
H -0.83 -1.01 4.59
H -0.03 1.10 5.65
H -0.02 3.19 4.34
H -1.47 -0.95 2.17
H -0.01 4.91 2.87
H -0.72 6.73 1.34
H -2.16 6.19 -0.60
H -3.29 5.52 -2.27
H -5.04 4.66 -3.80
H -5.77 2.28 -3.59
H -4.68 0.84 -1.88
Cl -2.08 -4.12 -4.85
C -0.85 -3.32 -4.09
C 0.43 -3.20 -4.66
C 1.40 -2.56 -3.95
C 1.09 -2.03 -2.67
N -0.14 -2.12 -2.12
C -1.08 -2.73 -2.78
H 0.63 -3.60 -5.65
H 2.40 -2.43 -4.36
H 1.84 -1.52 -2.09
H -2.07 -2.80 -2.33
C 3.21 0.69 1.16
C 2.02 0.58 0.45
N 1.15 -0.41 0.63
C 1.44 -1.37 1.52
C 2.59 -1.33 2.31
C 3.47 -0.26 2.13
C 2.87 -2.25 3.44
C 2.96 -3.58 3.56
C 2.92 -4.62 2.54
C 3.09 -5.96 2.94
C 3.14 -6.89 1.91
N 3.02 -6.49 0.67
C 2.82 -5.24 0.29
N 2.78 -4.34 1.24
H 3.88 1.52 0.99
H 1.78 1.33 -0.30
H 0.71 -2.16 1.64
H 4.36 -0.19 2.74
H 3.11 -1.71 4.35
H 3.17 -3.97 4.55
H 3.20 -6.25 3.97
H 3.31 -7.95 2.10
H 2.72 -4.98 -0.75
F 0.58 0.66 -2.36
Sb -0.51 1.45 -3.79
F 0.96 2.28 -4.52
F -0.35 -0.18 -4.68
F -1.85 2.45 -4.59
F -1.93 0.53 -2.78
F -0.68 2.69 -2.27
```

Results
LUMO (spin up / spin down), eV: -13.88 / -14.60
Max |F|, eV/A: 1.91
⟨S²⟩: 1.792
Net charge: +4
Multiplicity: 2
HOMO-LUMO gap (spin up / spin down), eV: 4.784 / 4.015

Molecular formula: C31H24FIN11O5Sc
Method: DFT, ωB97M-V with the def2-TZVPD basis set

```
74
C31H24FIN11O5Sc | the Open Molecules 2025 dataset | ωB97M-V with the def2-TZVPD basis set
Sc 0.20 2.00 0.57
C 4.85 -1.07 -0.06
N 3.75 -0.22 -0.44
C 2.88 0.44 0.35
N 1.81 0.86 -0.30
C 2.09 0.45 -1.61
N 3.19 -0.24 -1.67
C 4.34 -2.46 0.26
C 4.32 -2.96 1.57
C 3.47 -4.00 1.87
C 2.77 -4.68 0.82
C 2.83 -4.19 -0.48
C 3.77 -3.21 -0.77
C 1.75 -4.52 -1.40
N 1.62 -4.15 -2.66
N 0.26 -4.20 -2.98
C -0.40 -4.53 -1.88
O 0.52 -4.78 -0.82
C -1.79 -4.35 -1.52
C -2.39 -5.25 -0.63
C -3.43 -4.79 0.15
C -3.93 -3.51 -0.07
C -3.49 -2.76 -1.13
C -4.06 -1.37 -1.45
N -3.26 -0.25 -0.88
C -1.93 -0.16 -0.73
N -1.63 0.98 -0.05
C -2.85 1.57 0.11
N -3.83 0.84 -0.36
C -2.41 -3.18 -1.88
H 5.30 -0.60 0.83
H 5.59 -1.11 -0.93
H 3.07 0.61 1.40
H 1.50 0.65 -2.53
H 4.95 -2.50 2.31
H 3.37 -4.36 2.92
H 2.22 -5.58 1.12
H 3.95 -2.86 -1.78
H -2.06 -6.29 -0.55
H -3.88 -5.46 0.88
H -4.71 -3.09 0.56
H -5.11 -1.22 -1.14
H -4.06 -1.26 -2.56
H -1.24 -0.93 -1.04
H -3.04 2.52 0.59
H -2.00 -2.56 -2.66
I 0.16 -1.45 2.66
C 0.80 0.50 3.44
C 0.97 0.53 4.84
C 1.62 1.63 5.40
C 1.98 2.69 4.57
C 1.73 2.62 3.24
N 0.99 1.58 2.65
H 0.56 -0.27 5.45
H 1.87 1.69 6.44
H 2.49 3.59 4.92
H 2.05 3.43 2.55
F -4.12 6.60 -3.20
C -3.30 5.63 -2.78
C -2.71 5.69 -1.57
N -1.62 4.88 -1.15
C -0.78 5.46 -0.05
C -0.14 4.33 0.80
O 1.09 3.98 0.61
O -1.01 3.66 1.47
C -1.30 3.74 -1.91
O -0.54 2.79 -1.56
N -2.06 3.63 -3.05
C -2.70 4.66 -3.76
O -2.71 4.65 -4.96
H -3.01 6.44 -0.83
H -1.43 6.12 0.55
H 0.00 6.09 -0.51
H -1.76 2.83 -3.63
```

Results
LUMO, eV: -6.29
Max |F|, eV/A: 3.77
Net charge: +2
HOMO-LUMO gap, eV: 6.833

Molecular formula: C31H24FN4O5PdS4
Method: DFT, ωB97M-V with the def2-TZVPD basis set

```
70
C31H24FN4O5PdS4 | the Open Molecules 2025 dataset | ωB97M-V with the def2-TZVPD basis set
Pd -0.14 0.90 0.72
C -0.62 -6.85 -0.14
C -0.08 -6.05 -1.33
C 1.13 -6.69 -2.00
C 2.31 -6.74 -1.04
C 2.57 -5.38 -0.47
C 3.82 -5.06 0.01
C 4.09 -3.77 0.46
F 5.32 -3.49 0.90
C 3.13 -2.79 0.45
C 1.85 -3.10 -0.01
C 0.83 -2.05 0.00
O 1.14 -0.91 0.36
C -0.48 -2.47 -0.45
C -0.68 -3.76 -0.87
N 0.27 -4.69 -0.90
C 1.55 -4.41 -0.46
C -1.60 -1.51 -0.34
O -2.60 -1.49 -1.24
O -1.69 -0.74 0.60
H -0.87 -7.86 -0.46
H -1.51 -6.38 0.26
H 0.12 -6.91 0.66
H -0.88 -5.95 -2.07
H 1.41 -6.09 -2.87
H 0.87 -7.68 -2.35
H 3.20 -7.08 -1.56
H 2.12 -7.46 -0.24
H 4.61 -5.79 0.01
H 3.35 -1.78 0.77
H -1.66 -4.09 -1.18
S 0.84 0.43 3.05
C 1.51 1.93 2.61
N 1.39 2.37 1.37
C 1.77 3.67 1.23
C 1.66 4.43 0.06
C 2.08 5.74 0.10
C 2.60 6.30 1.27
C 2.70 5.57 2.44
C 2.26 4.25 2.42
S 2.22 3.08 3.72
H 1.25 3.97 -0.83
H 2.01 6.35 -0.79
H 2.92 7.33 1.26
H 3.09 6.00 3.34
O -3.73 5.08 -0.61
C -3.16 5.47 0.53
C -3.41 6.78 0.97
C -2.84 7.26 2.13
C -2.03 6.44 2.91
C -1.80 5.15 2.52
C -2.34 4.64 1.33
C -1.94 3.30 0.93
O -1.36 2.52 1.72
N -2.18 2.93 -0.36
N -1.39 1.99 -0.79
C -1.53 1.19 -1.81
S -0.08 0.37 -2.17
C -2.43 -1.84 -2.60
C -2.67 -0.62 -3.52
S -3.06 0.91 -2.62
H -3.44 4.17 -0.84
H -4.05 7.40 0.36
H -3.03 8.28 2.43
H -1.60 6.82 3.82
H -1.18 4.49 3.11
H -3.18 -2.61 -2.83
H -1.43 -2.24 -2.78
H -3.52 -0.78 -4.17
H -1.78 -0.41 -4.11
```

Results
LUMO (spin up / spin down), eV: -2.78 / -5.87
Max |F|, eV/A: 2.42
⟨S²⟩: 6.063
Net charge: +1
Multiplicity: 5
HOMO-LUMO gap (spin up / spin down), eV: 7.470 / 4.638

Molecular formula: C31H24N4O5RuS3
Method: DFT, ωB97M-V with the def2-TZVPD basis set

```
68
C31H24N4O5RuS3 | the Open Molecules 2025 dataset | ωB97M-V with the def2-TZVPD basis set
Ru 1.68 -1.57 -0.75
O 3.35 -1.13 0.66
C 3.15 -1.14 1.91
C 3.65 -0.08 2.72
C 3.39 -0.01 4.07
C 2.64 -1.00 4.70
C 2.19 -2.07 3.98
C 2.43 -2.19 2.60
C 1.86 -3.29 1.89
N 1.88 -3.41 0.61
C 1.18 -4.49 -0.02
C 1.76 -4.68 -1.43
N 1.71 -3.43 -2.14
C 1.14 -3.36 -3.28
C 0.95 -2.19 -4.07
C 0.07 -2.25 -5.16
C -0.34 -1.11 -5.81
C 0.14 0.13 -5.39
C 1.07 0.22 -4.38
C 1.53 -0.93 -3.68
O 2.40 -0.83 -2.76
H 4.21 0.69 2.23
H 3.76 0.84 4.64
H 2.42 -0.91 5.76
H 1.60 -2.84 4.47
H 1.34 -4.04 2.51
H 0.11 -4.21 -0.12
H 1.25 -5.42 0.56
H 1.21 -5.47 -1.96
H 2.82 -4.97 -1.33
H 0.70 -4.28 -3.71
H -0.34 -3.21 -5.45
H -1.04 -1.17 -6.63
H -0.23 1.03 -5.85
H 1.44 1.18 -4.05
S 1.48 3.96 2.68
C 0.69 2.56 2.32
S 1.28 1.29 1.27
C -0.13 0.31 1.76
N -0.92 0.93 2.56
N -0.50 2.18 2.84
C -1.35 3.01 3.59
C -2.03 2.47 4.67
C -2.88 3.28 5.41
C -3.06 4.61 5.06
C -2.40 5.13 3.96
C -1.56 4.33 3.21
S -0.35 -1.28 1.27
H -1.88 1.43 4.92
H -3.40 2.87 6.26
H -3.71 5.24 5.65
H -2.56 6.16 3.67
H -1.06 4.73 2.34
O -2.92 -0.96 -2.96
C -2.68 0.37 -2.84
C -3.63 1.30 -3.25
C -3.38 2.66 -3.14
C -2.17 3.10 -2.65
C -1.24 2.18 -2.23
C -1.48 0.82 -2.29
C -0.44 -0.10 -1.71
O 0.54 0.47 -1.17
O -0.58 -1.34 -1.74
H -3.81 -1.10 -3.30
H -4.58 0.95 -3.65
H -4.14 3.37 -3.44
H -1.96 4.16 -2.58
H -0.29 2.50 -1.82
```

Results
LUMO (spin up / spin down), eV: 1.30 / 1.98
Max |F|, eV/A: 2.95
⟨S²⟩: 1.028
Net charge: -1
Multiplicity: 2
HOMO-LUMO gap (spin up / spin down), eV: 5.832 / 6.520